This record from the Open Molecules 2025 dataset describes a structure of composition C23H18CdCl3IN2O10S at a distorted geometry. The level of theory is wB97M-V/def2-TZVPD.

Each line ends with the natural charge from an NBO analysis.
Element x y z (Å)
Cd 0.655 -0.453 -0.356  1.65
O 1.614 2.765 1.768  -0.72
C 1.455 1.550 1.776  0.77
O 2.127 0.743 1.056  -0.85
C 0.533 0.988 2.820  -0.27
C 0.617 1.604 4.038  -0.11
C -0.047 1.109 5.181  -0.10
C -0.970 0.052 5.044  -0.11
C -1.205 -0.435 3.769  -0.13
C -0.390 -0.081 2.617  0.53
O -0.472 -0.715 1.542  -0.78
N -2.278 -1.381 3.627  0.52
O -2.560 -2.104 4.591  -0.44
O -2.966 -1.406 2.592  -0.38
N 0.254 1.638 6.442  0.52
O 1.012 2.599 6.500  -0.43
O -0.256 1.123 7.442  -0.46
H 1.276 2.467 4.135  0.26
H -1.436 -0.414 5.900  0.26
I -1.265 -2.661 -1.738  0.18
C 0.367 -3.965 -1.770  -0.15
C 0.194 -5.225 -2.260  -0.27
C 1.272 -6.119 -2.397  -0.24
C 2.528 -5.657 -2.170  -0.19
C 2.819 -4.348 -1.722  -0.09
C 4.158 -3.938 -1.524  -0.23
C 4.388 -2.671 -1.042  -0.21
C 3.284 -1.813 -0.695  -0.27
C 1.966 -2.142 -0.918  -0.52
C 1.720 -3.463 -1.450  0.00
H -0.793 -5.566 -2.481  0.21
H 1.105 -7.092 -2.770  0.20
H 3.375 -6.306 -2.287  0.19
H 4.941 -4.671 -1.726  0.19
H 5.429 -2.413 -0.766  0.19
H 3.472 -0.836 -0.296  0.23
C -3.373 3.906 -1.929  -0.62
C -2.101 3.126 -1.911  -0.64
S -1.882 1.819 -0.671  1.30
O -0.412 1.560 -0.643  -1.04
C -2.270 2.909 0.739  -0.60
C -1.425 4.227 0.744  -0.63
H -3.472 4.605 -2.743  0.22
H -3.572 4.518 -0.995  0.20
H -4.204 3.191 -2.000  0.21
H -1.240 3.748 -1.768  0.23
H -1.952 2.594 -2.866  0.28
H -2.046 2.357 1.633  0.24
H -3.313 3.052 0.595  0.20
H -0.396 3.941 0.613  0.27
H -1.562 4.811 1.640  0.21
H -1.702 4.879 -0.151  0.18
Cl 1.720 0.930 -5.516  -0.01
C -0.018 0.689 -5.235  -0.20
Cl -0.864 2.120 -5.895  -0.04
Cl -0.515 -0.803 -6.093  -0.02
C -0.373 0.436 -3.645  0.77
O -1.552 0.473 -3.392  -0.74
O 0.601 0.146 -2.980  -0.72

Values from the calculation:
highest occupied orbital energy: -3.19 eV
energy above the lowest of the compared OMol25 structures with the same formula, charge and spin: 0.0 kcal/mol
total charge: -2
LUMO: 4.06 eV

***

This record from the Open Molecules 2025 dataset describes a structure of composition C23H18F12N5O2PdS at a distorted geometry. The level of theory is wB97M-V/def2-TZVPD.

Each line ends with the natural charge from an NBO analysis.
Element x y z (Å)
Pd 1.566 0.422 0.151  0.91
C -5.507 1.284 1.903  -0.61
C -4.141 1.281 1.284  -0.10
C -3.974 1.271 -0.098  -0.18
C -2.722 1.185 -0.643  -0.30
C -1.552 1.054 0.152  0.28
N -0.382 0.843 -0.461  -0.60
C -0.137 1.136 -1.780  0.22
C -0.370 2.449 -2.243  -0.25
C -0.175 2.796 -3.559  -0.20
C 0.232 1.845 -4.485  -0.06
C 0.440 2.199 -5.926  -0.62
C 0.475 0.548 -4.045  -0.14
C 0.326 0.174 -2.721  -0.10
C 0.615 -1.270 -2.270  0.10
O 1.229 -1.435 -1.092  -0.84
C 1.510 -2.025 -3.302  0.96
F 2.591 -1.312 -3.649  -0.33
F 0.923 -2.394 -4.465  -0.34
F 1.977 -3.164 -2.776  -0.32
C -0.763 -2.008 -2.259  0.95
F -0.648 -3.345 -2.189  -0.33
F -1.512 -1.640 -1.220  -0.31
F -1.509 -1.767 -3.362  -0.34
C -1.725 1.076 1.562  -0.14
C -3.006 1.208 2.078  -0.18
C -0.589 0.883 2.585  0.12
O 0.692 0.797 2.201  -0.85
C -0.631 2.055 3.624  0.95
F -0.800 3.241 3.021  -0.33
F 0.514 2.138 4.313  -0.32
F -1.595 1.989 4.570  -0.34
C -0.893 -0.465 3.323  0.95
F -2.027 -0.572 4.039  -0.33
F 0.092 -0.782 4.189  -0.34
F -0.934 -1.460 2.426  -0.33
H -6.238 1.715 1.222  0.20
H -5.514 1.843 2.837  0.21
H -5.811 0.260 2.129  0.21
H -4.841 1.319 -0.743  0.20
H -2.604 1.159 -1.717  0.21
H -0.721 3.177 -1.525  0.22
H -0.360 3.812 -3.878  0.20
H -0.073 3.126 -6.171  0.21
H 0.070 1.409 -6.577  0.21
H 1.503 2.331 -6.133  0.21
H 0.781 -0.175 -4.784  0.21
H -3.155 1.235 3.145  0.22
C 3.208 -3.622 3.632  -0.66
C 3.935 -2.591 2.865  0.38
N 5.195 -2.288 2.911  -0.29
N 5.344 -1.254 2.044  -0.37
C 4.174 -0.891 1.467  0.23
S 3.980 0.359 0.382  -0.17
N 3.265 -1.779 1.986  -0.21
N 1.912 -1.900 1.777  -0.68
H 3.890 -4.197 4.250  0.23
H 2.680 -4.273 2.939  0.25
H 2.459 -3.131 4.252  0.25
H 6.234 -0.805 1.909  0.42
H 1.681 -2.009 0.778  0.42
H 1.417 -1.064 2.131  0.42

Values from the calculation:
highest occupied orbital energy: -4.12 eV
energy above the lowest of the compared OMol25 structures with the same formula, charge and spin: 33.1 kcal/mol
total charge: -1
LUMO: 1.74 eV

***

This record from the Open Molecules 2025 dataset describes a structure of composition C23H18IrN6O4 at a distorted geometry. The level of theory is wB97M-V/def2-TZVPD.

Each line ends with the natural charge from an NBO analysis.
Element x y z (Å)
Ir 0.825 -0.339 -0.245  1.31
C 1.985 2.773 -0.983  -0.27
N 0.745 2.265 -0.393  -0.58
C 0.341 2.773 0.922  -0.27
C -0.340 1.684 1.698  0.41
N 0.093 0.437 1.676  -0.47
C -0.734 -0.289 2.509  0.07
C -0.702 -1.628 2.885  -0.21
C -1.720 -2.078 3.698  -0.18
C -2.726 -1.223 4.157  -0.16
C -2.724 0.126 3.863  -0.21
C -1.715 0.582 3.027  0.16
N -1.413 1.827 2.505  -0.49
C 2.694 1.658 -1.696  0.42
N 2.456 0.393 -1.412  -0.65
C 3.333 -0.361 -2.160  0.17
C 3.536 -1.736 -2.182  -0.23
C 4.520 -2.208 -3.024  -0.18
C 5.278 -1.339 -3.813  -0.18
C 5.101 0.031 -3.785  -0.21
C 4.113 0.513 -2.939  0.08
N 3.675 1.784 -2.613  -0.48
H 2.637 3.133 -0.180  0.24
H 1.812 3.612 -1.669  0.23
H -0.020 2.382 -1.049  0.41
H -0.319 3.647 0.856  0.23
H 1.236 3.068 1.478  0.24
H 0.095 -2.275 2.556  0.25
H -1.733 -3.113 4.001  0.24
H -3.516 -1.620 4.774  0.24
H -3.463 0.788 4.280  0.24
H -1.913 2.679 2.701  0.45
H 2.938 -2.378 -1.550  0.24
H 4.717 -3.269 -3.059  0.24
H 6.028 -1.756 -4.464  0.24
H 5.701 0.692 -4.389  0.23
H 4.042 2.647 -2.987  0.44
O -6.267 -0.810 -0.543  -0.62
C -5.571 -0.539 0.392  0.80
O -5.577 -0.225 1.552  -0.69
C -3.985 -0.574 -0.097  0.01
C -3.485 0.527 -0.764  -0.23
C -2.154 0.486 -1.147  0.00
N -1.361 -0.530 -0.821  -0.43
C -1.877 -1.583 -0.192  0.10
C -3.213 -1.675 0.178  -0.22
C -0.901 -2.766 0.119  0.76
O -1.385 -3.814 0.459  -0.55
O 0.315 -2.454 -0.009  -0.67
H -4.101 1.376 -1.015  0.25
H -1.726 1.268 -1.761  0.19
H -3.574 -2.574 0.655  0.27

Values from the calculation:
highest occupied orbital energy (alpha / beta): -10.12 / -9.57 eV
energy above the lowest of the compared OMol25 structures with the same formula, charge and spin: 0.0 kcal/mol
total charge: +1
LUMO (alpha / beta): -5.68 / -6.37 eV

***

This record from the Open Molecules 2025 dataset describes an isolated molecule of C23H18N2O6 at a distorted geometry. The level of theory is wB97M-V/def2-TZVPD.

Each line ends with the natural charge from an NBO analysis.
Element x y z (Å)
H 1.003 2.831 2.870  0.36
N 0.391 2.028 2.747  -0.64
C 0.331 1.555 1.549  0.56
O 0.959 2.366 0.626  -0.48
C 0.720 2.127 -0.712  0.36
C 0.120 0.981 -1.204  -0.18
C 0.007 0.876 -2.679  0.77
O -0.371 -0.221 -3.083  -0.57
O 0.293 1.926 -3.501  -0.45
C 0.960 3.037 -3.020  0.31
C 1.365 4.001 -3.936  -0.25
C 2.095 5.096 -3.516  -0.18
C 2.434 5.212 -2.162  -0.23
C 1.975 4.313 -1.224  -0.18
C 1.213 3.182 -1.650  -0.09
C -0.347 -0.110 -0.222  -0.16
C -1.635 -0.888 -0.630  0.73
O -2.759 -0.400 -0.747  -0.60
N -1.402 -2.246 -0.754  -0.43
C -2.423 -3.228 -1.022  -0.40
C -0.039 -2.479 -0.552  0.17
C 0.699 -3.657 -0.714  -0.26
C 2.102 -3.610 -0.593  -0.18
C 2.745 -2.424 -0.243  -0.25
C 2.024 -1.234 -0.114  -0.12
C 0.618 -1.280 -0.252  -0.05
C -0.597 0.444 1.204  -0.36
C -0.655 -0.564 2.381  0.82
O 0.389 -1.112 2.776  -0.57
O -1.922 -0.883 2.823  -0.50
C -1.907 -1.778 3.916  -0.08
C -3.270 -2.037 4.502  -0.62
H 1.086 3.874 -4.973  0.24
H 2.386 5.872 -4.205  0.22
H 3.085 6.037 -1.816  0.22
H 2.312 4.448 -0.202  0.23
H -1.891 -4.085 -1.503  0.21
H -2.904 -3.614 -0.133  0.20
H -3.210 -2.859 -1.707  0.24
H 0.212 -4.589 -1.003  0.22
H 2.658 -4.531 -0.789  0.22
H 3.830 -2.476 -0.121  0.22
H 2.517 -0.323 0.094  0.20
H -1.574 0.892 1.191  0.28
H -1.523 -2.747 3.597  0.18
H -1.264 -1.405 4.737  0.19
H -3.671 -1.137 4.992  0.21
H -3.245 -2.849 5.279  0.22
H -3.916 -2.332 3.698  0.21

Values from the calculation:
highest occupied orbital energy: -8.27 eV
energy above the lowest of the compared OMol25 structures with the same formula, charge and spin: 3.6 kcal/mol
total charge: 0
LUMO: -0.25 eV
structure (SMILES): [H]/N=C1\Oc2c(c(=O)oc3ccccc23)[C@]2(C(=O)N(C)c3ccccc32)[C@H]1C(=O)OCC

***

This record from the Open Molecules 2025 dataset describes an isolated molecule of C23H19Br2ClF13N2O6P3 at a distorted geometry. The level of theory is wB97M-V/def2-TZVPD.

Each line ends with the natural charge from an NBO analysis.
Element x y z (Å)
C -4.965 -1.035 5.444  -0.27
C -4.783 0.095 4.775  -0.03
C -4.700 1.457 3.902  -0.50
C -3.341 1.464 2.989  0.20
N -3.519 1.116 1.602  -0.36
C -2.216 1.228 0.958  0.22
C -2.211 0.925 -0.626  0.04
C -3.642 0.575 -1.342  -0.82
P -4.181 -1.234 -1.045  2.20
O -5.245 -1.218 0.108  -1.09
O -2.853 -2.140 -0.459  -0.95
O -4.956 -1.923 -2.422  -0.97
C -0.862 0.954 -1.486  -0.32
P -1.061 0.607 -3.331  0.23
P -2.020 2.454 -4.101  1.94
O -2.271 3.489 -2.971  -1.05
O -3.516 1.951 -4.792  -0.98
O -1.089 3.102 -5.416  -0.96
C 0.517 1.298 -0.741  0.04
C 1.846 1.296 -1.631  -0.49
C 2.370 -0.110 -2.190  -0.48
C 1.919 -1.448 -1.461  0.67
F 0.573 -1.771 -1.963  -0.35
F 1.793 -1.417 -0.037  -0.32
C 2.813 -2.748 -1.930  0.59
F 1.963 -3.900 -2.005  -0.29
F 3.148 -2.446 -3.330  -0.33
C 4.205 -2.934 -1.185  0.59
F 4.935 -3.971 -1.917  -0.30
F 5.078 -1.765 -1.271  -0.31
C 4.214 -3.390 0.353  0.60
F 5.545 -3.973 0.564  -0.31
F 4.202 -2.270 1.289  -0.29
C 3.193 -4.566 0.769  0.58
F 1.818 -4.168 0.871  -0.29
F 3.354 -5.665 -0.181  -0.31
C 3.548 -5.247 2.224  0.94
F 4.621 -6.195 2.149  -0.30
F 3.674 -4.290 3.277  -0.30
F 2.362 -6.035 2.550  -0.32
C 0.555 1.657 0.818  -0.02
C 1.879 2.099 1.606  -0.32
Br 3.433 0.881 1.468  0.04
C 2.342 3.541 0.919  -0.25
C 1.942 4.745 1.940  -0.66
Br 4.338 3.544 0.632  0.00
C -0.843 1.604 1.622  0.12
N -0.755 1.936 3.038  -0.40
C -2.016 1.889 3.722  0.19
Cl -2.084 2.313 5.524  0.02
H -5.432 -1.761 6.221  0.28
H -5.607 1.464 3.166  0.27
H -4.807 2.411 4.539  0.26
H -3.689 0.903 -2.441  0.28
H -4.442 1.219 -0.786  0.31
H -3.138 -3.096 -0.470  0.51
H -5.751 -2.386 -2.026  0.52
H 0.186 0.576 -4.036  0.04
H -4.055 2.761 -5.010  0.51
H -1.509 2.791 -6.271  0.50
H 2.754 1.829 -1.126  0.27
H 1.614 1.964 -2.563  0.24
H 3.534 -0.034 -2.266  0.27
H 2.021 -0.191 -3.301  0.25
H 1.735 2.340 2.718  0.28
H 1.752 3.682 -0.068  0.24
H 2.747 5.573 1.788  0.24
H 0.884 5.178 1.741  0.24
H 1.998 4.451 3.052  0.22

Values from the calculation:
highest occupied orbital energy: -8.73 eV
total charge: 0
LUMO: -1.69 eV

***

This record from the Open Molecules 2025 dataset describes a structure of composition C23H19CeFNO6S5Sb at a distorted geometry. The level of theory is wB97M-V/def2-TZVPD.

Each line ends with the Löwdin charge.
Element x y z (Å)
Ce 1.457 0.683 1.620  0.26
S 3.872 3.070 5.655  -0.35
Sb 3.987 2.835 3.372  -0.13
S 4.033 0.521 2.793  -0.05
S 1.754 3.246 2.604  -0.05
S 5.495 4.065 2.087  -0.18
C -5.065 -3.501 2.276  -0.06
C -5.176 -2.404 1.230  -0.32
C -5.657 -3.037 -0.088  -0.16
C -5.741 -1.995 -1.191  -0.16
C -4.470 -1.250 -1.314  -0.15
C -4.062 -0.755 -2.549  0.05
C -2.869 -0.040 -2.641  -0.25
F -2.438 0.360 -3.855  0.06
C -2.123 0.311 -1.545  0.09
C -2.463 -0.263 -0.304  -0.01
C -1.582 0.031 0.862  -0.25
O -0.701 0.944 0.783  -0.14
C -1.925 -0.695 2.024  -0.01
C -3.047 -1.525 2.074  0.08
N -3.927 -1.659 1.027  0.02
C -3.632 -1.037 -0.179  -0.07
C -1.077 -0.673 3.270  -0.46
O -1.536 -1.079 4.345  0.04
O 0.211 -0.256 3.116  -0.22
H -5.982 -4.085 2.234  0.08
H -4.941 -3.092 3.298  0.09
H -4.236 -4.184 2.036  0.10
H -5.985 -1.687 1.485  0.16
H -6.657 -3.496 0.065  0.12
H -4.979 -3.866 -0.391  0.14
H -6.578 -1.291 -0.952  0.14
H -5.979 -2.480 -2.166  0.13
H -4.632 -1.010 -3.426  0.12
H -1.269 0.984 -1.595  0.12
H -3.274 -2.069 2.985  0.12
C 3.314 -2.150 0.030  -0.06
C 2.134 -1.405 0.578  -0.44
O 0.921 -1.585 0.675  -0.07
H 3.431 -3.182 0.446  0.09
H 4.193 -1.549 0.251  0.06
H 3.295 -2.182 -1.087  0.09
O 7.401 4.676 -1.816  0.06
C 6.820 3.801 -2.733  -0.46
O 7.311 3.694 -3.831  0.06
C 5.554 3.113 -2.317  -0.15
C 4.823 2.379 -3.290  -0.05
C 3.623 1.756 -2.946  -0.12
C 3.154 1.767 -1.563  -0.64
S 1.710 0.933 -1.191  0.67
C 3.912 2.576 -0.636  -0.11
C 5.061 3.222 -0.993  -0.08
H 7.117 4.520 -0.887  0.09
H 5.279 2.343 -4.284  0.10
H 3.026 1.214 -3.684  0.08
H 3.547 2.669 0.422  0.02
H 5.567 3.768 -0.189  -0.05

Values from the calculation:
highest occupied orbital energy (alpha / beta): -1.68 / -1.68 eV
energy above the lowest of the compared OMol25 structures with the same formula, charge and spin: 0.0 kcal/mol
total charge: -2
LUMO (alpha / beta): 2.85 / 2.85 eV